49
Properties=species:S:1:pos:R:3:forces:R:3 method="wB97M-V/def2-TZVPD" s_squared=0.75 e_homo_ev="-8.48 / -8.47" total_energy_ha=-2313.1002 gap_ev="7.96 / 6.45" multiplicity=2 fmax_ha_per_bohr=0.015
Ir 0.76069 -1.09212 -0.77481 -0.700 -0.073 -0.301
N -4.39826 4.62141 -0.05586 -0.022 0.036 0.005
C -3.21923 3.95281 0.20071 0.035 -0.015 -0.012
C -2.24603 3.82760 -0.79772 -0.010 -0.002 0.040
C -1.04882 3.19922 -0.52779 0.037 0.002 -0.032
C -0.80903 2.68615 0.74113 0.028 -0.027 -0.010
C -1.76229 2.80573 1.74448 -0.001 -0.026 0.019
C -2.95919 3.43909 1.47608 0.044 -0.022 -0.014
S 0.67556 1.81569 1.05202 0.029 0.168 0.175
O 0.98497 1.89940 2.44940 0.003 0.018 -0.141
O 1.64654 2.19987 0.06613 0.022 0.080 -0.020
N 0.33123 0.25758 0.68689 -0.124 -0.520 0.278
C -0.19341 -0.67215 1.54885 0.226 -0.108 -0.036
N -0.81771 -0.48160 2.69058 -0.013 -0.009 -0.017
C -1.22257 -1.59866 3.30008 -0.015 -0.026 -0.025
C -1.04603 -2.87720 2.79189 -0.036 0.053 0.078
C -0.42043 -2.99201 1.56404 0.042 -0.115 -0.024
N 0.01153 -1.89637 0.96641 0.113 0.536 -0.079
H -4.66593 4.71467 -1.02032 -0.014 -0.005 -0.017
H -5.16661 4.44065 0.56647 -0.023 -0.003 0.002
H -2.43360 4.23135 -1.78489 -0.005 0.004 0.001
H -0.28757 3.11707 -1.29300 -0.006 -0.023 -0.009
H -1.55537 2.39600 2.72403 -0.008 0.005 0.011
H -3.70354 3.54309 2.25604 -0.001 0.003 0.001
H -1.73426 -1.45898 4.24564 0.013 0.027 0.005
H -1.40672 -3.74623 3.31906 0.010 -0.004 -0.007
H -0.27267 -3.92635 1.04285 -0.005 0.022 0.034
N 4.30075 0.31947 1.65504 0.000 -0.005 -0.030
C 3.48082 -0.41476 0.87887 -0.194 -0.131 -0.138
O 2.65934 -1.20017 1.34348 0.275 0.074 0.041
C 3.58452 -0.23917 -0.62371 -0.044 0.107 0.103
C 2.74527 -1.28392 -1.31495 0.131 -0.210 0.443
H 4.09941 0.34988 2.64130 -0.008 0.011 0.001
H 4.82116 1.08157 1.25694 -0.023 0.003 0.000
H 4.62554 -0.31273 -0.95515 0.017 -0.007 0.009
H 3.23468 0.77093 -0.86635 0.049 -0.088 0.035
H 3.00765 -2.30278 -1.03613 0.052 0.010 -0.042
H 2.74097 -1.17371 -2.39565 -0.003 -0.035 -0.008
O -0.81715 1.01419 -3.45078 0.025 -0.114 0.048
N -0.39538 0.28561 -2.61087 -0.067 0.225 -0.090
O -1.10257 -0.46368 -1.87870 -0.064 -0.044 0.039
O 0.87317 0.20922 -2.34827 0.017 0.085 -0.235
F 0.50539 -5.65696 -2.88772 0.007 0.029 0.015
C -0.12933 -4.53060 -3.26025 -0.058 0.065 0.006
F 0.51102 -4.03666 -4.32242 -0.005 0.004 0.004
F -1.36429 -4.86565 -3.64194 0.004 -0.003 -0.002
C -0.17599 -3.54754 -2.05706 0.061 -0.351 0.138
O -0.95559 -3.78253 -1.15934 -0.056 0.107 -0.087
O 0.70940 -2.62570 -2.14473 0.264 0.293 -0.157

50
Properties=species:S:1:pos:R:3:forces:R:3 method="wB97M-V/def2-TZVPD" e_homo_ev=-11.15 total_energy_ha=-2208.5753 gap_ev=11.30 multiplicity=1 fmax_ha_per_bohr=0.060
O 2.50158 -7.73755 4.35094 -0.170 -1.280 -0.112
C 2.68791 -6.59112 4.46940 0.433 1.275 0.354
O 3.41455 -5.99506 5.45918 -0.491 0.227 -0.371
C 3.10159 -4.57987 5.40217 -0.228 -0.902 -0.364
C 2.80256 -4.42777 3.91236 1.473 0.281 0.463
F 4.03178 -4.39961 3.22060 -0.704 0.020 0.380
O 2.18017 -5.63783 3.61045 0.055 0.439 0.038
H 2.19586 -4.45779 6.00185 0.084 0.417 -0.076
H 3.92687 -3.99198 5.77835 0.151 0.000 -0.078
H 2.30405 -3.50256 3.63976 -0.609 -0.430 -0.297
O -2.75333 -0.62079 -1.14850 1.083 -1.361 0.162
C -3.34079 0.37926 -1.03438 -0.543 1.706 0.088
O -2.81342 1.60032 -0.66945 -0.508 -0.439 -0.618
C -3.80342 2.58946 -1.03410 -0.053 -0.095 1.112
C -5.08390 1.78887 -0.86800 -0.045 0.218 -1.290
F -6.02644 2.20224 -1.76172 -0.096 0.076 -0.005
O -4.67433 0.49523 -1.26214 -0.147 0.077 0.546
H -3.74599 3.43332 -0.35779 0.162 -0.029 0.071
H -3.65971 2.94070 -2.05201 -0.063 -0.180 -0.153
H -5.56319 1.78388 0.10665 0.183 -0.088 0.222
O 1.22424 -3.71025 -4.94606 2.560 -1.208 -0.848
C 0.25057 -3.28789 -4.50272 -2.506 1.545 0.862
O -0.73514 -3.98927 -3.89145 -0.261 0.544 -0.172
C -1.80133 -3.08494 -3.56428 0.133 0.832 0.763
C -1.46599 -1.82315 -4.40240 -1.038 -0.701 1.074
F -1.74848 -0.67241 -3.71343 0.240 -0.280 -0.259
O -0.09082 -1.92911 -4.58076 -0.243 -0.678 -0.484
H -2.78930 -3.50738 -3.71988 0.173 -0.255 -0.584
H -1.78303 -2.81804 -2.49986 0.346 -0.020 -0.149
H -2.08574 -1.81113 -5.30629 0.642 0.304 -0.290
O -1.68678 4.62335 -0.79699 1.342 0.781 -0.222
C -0.60772 5.09163 -0.57060 -0.527 -0.548 0.818
O -0.25080 6.40465 -0.60418 -0.699 -0.504 0.341
C 0.87862 6.57174 0.25282 0.909 -0.121 -0.466
C 1.55969 5.20844 0.11348 -0.366 0.441 -0.410
F 2.20755 4.81038 1.22455 -0.017 -0.017 0.148
O 0.45774 4.34073 -0.11741 -0.321 0.457 -0.369
H 1.48284 7.37839 -0.15115 0.023 0.016 0.005
H 0.64041 6.79293 1.29413 -0.413 -0.151 -0.061
H 2.23510 5.17399 -0.74463 0.118 -0.208 0.161
O 1.83742 -1.57300 2.22102 -0.090 -0.524 0.446
C 1.77680 -0.64660 1.49525 0.846 0.282 -0.305
O 1.68131 0.64239 1.85994 -0.963 0.101 0.009
C 1.21111 1.35383 0.70656 0.005 0.882 0.159
C 1.83635 0.55840 -0.40099 0.776 0.060 0.144
F 3.13616 1.01599 -0.59998 -0.317 -0.134 -0.024
O 1.90352 -0.72671 0.13814 -0.325 -0.222 -0.141
H 0.12154 1.42998 0.65973 0.000 -0.536 0.073
H 1.55770 2.37701 0.74778 0.381 -0.047 0.036
H 1.36406 0.53467 -1.36397 -0.373 -0.023 -0.327

50
Properties=species:S:1:pos:R:3:forces:R:3 method="wB97M-V/def2-TZVPD" e_homo_ev=-10.70 total_energy_ha=-2208.4704 gap_ev=10.70 multiplicity=1 fmax_ha_per_bohr=0.121
O -5.23562 -4.91437 -7.05201 0.645 2.548 1.275
C -5.21909 -3.91063 -6.36816 -0.974 -2.447 -1.448
O -5.79300 -3.88280 -5.13099 1.224 -0.375 -0.320
C -5.81822 -2.55390 -4.70838 -2.357 1.143 0.317
C -5.02022 -1.79506 -5.71473 -1.909 0.925 -0.036
F -3.88104 -1.41907 -5.22013 3.250 1.085 1.300
O -4.78850 -2.65051 -6.75483 -0.565 -2.028 -0.411
H -6.84980 -2.21430 -4.80118 -0.334 -0.040 -0.244
H -5.64534 -2.28959 -3.66515 1.007 -0.818 0.000
H -5.55055 -0.89678 -6.03086 0.014 0.002 -0.425
O -6.43718 -5.45202 2.19401 -0.855 0.291 -0.950
C -5.30458 -5.81685 2.26099 -4.668 1.429 -0.502
O -4.82618 -6.26055 3.32698 2.662 -1.686 5.261
C -3.40472 -6.13722 3.23878 0.195 0.235 4.360
C -3.15766 -6.34740 1.84483 0.018 3.090 -0.632
F -2.92957 -7.62039 1.73178 -0.564 -3.258 -1.805
O -4.43936 -5.79184 1.32836 4.465 -0.929 -4.200
H -3.05957 -5.24039 3.75324 -0.338 0.717 -0.755
H -2.92225 -6.87629 3.87838 -0.298 -0.530 -0.354
H -2.27321 -5.86477 1.42900 -0.621 0.660 -0.425
O 3.34628 5.81080 0.21924 -0.813 0.495 -0.343
C 2.71718 6.78427 0.50075 -1.068 -3.188 1.007
O 3.17472 7.96711 0.65631 1.668 1.918 0.556
C 2.28598 8.76529 1.40582 -1.094 0.815 -0.104
C 0.92494 8.07370 1.06172 2.282 0.659 2.618
F 0.47744 8.57434 -0.04854 -1.343 0.680 -2.953
O 1.35366 6.74963 0.92194 0.456 -0.006 -0.744
H 2.40166 8.79683 2.48920 0.657 -0.773 0.074
H 2.50549 9.78225 1.08069 -0.839 0.013 -0.264
H 0.16251 8.22650 1.82556 0.085 -0.640 0.163
O -1.94387 -0.11755 3.47669 0.805 0.507 -2.285
C -1.53772 0.19292 2.37083 0.192 -2.115 4.189
O -0.31793 -0.14494 1.88914 0.481 0.339 0.888
C 0.00171 0.72297 0.81621 -1.302 -0.963 -1.473
C -1.47347 1.03801 0.35494 1.124 1.486 -0.597
F -1.92711 0.14187 -0.53955 0.169 -0.788 -0.785
O -2.21403 0.87391 1.49457 -1.339 1.148 -0.227
H 0.67900 1.54156 1.05969 -0.502 0.203 0.388
H 0.48671 0.10910 0.05724 -0.044 0.136 -0.107
H -1.71097 2.02519 -0.04152 0.428 0.052 -0.005
O 10.84472 0.23181 1.96911 -4.764 0.072 -1.353
C 9.67275 0.16036 1.54312 4.096 -0.461 2.521
O 8.51001 0.42806 2.22119 0.985 1.744 1.197
C 7.53770 0.76220 1.24367 -0.056 -0.919 -0.844
C 7.93392 -0.32911 0.27615 -0.928 -0.828 -0.203
F 7.58413 -0.02533 -0.96646 -0.114 0.531 -1.562
O 9.34273 -0.37363 0.37974 -0.050 0.176 -1.003
H 6.50886 0.80703 1.60085 0.297 -0.690 0.383
H 7.67007 1.69903 0.70244 0.638 0.361 0.340
H 7.55847 -1.33935 0.43911 -0.105 0.021 0.522

51
Properties=species:S:1:pos:R:3:forces:R:3 method="wB97M-V/def2-TZVPD" e_homo_ev=-7.73 total_energy_ha=-2308.3583 gap_ev=10.04 multiplicity=1 fmax_ha_per_bohr=0.200 charge=-1
F -0.42884 -0.63049 -0.25449 -0.037 0.377 0.213
C 2.35616 0.38165 -2.55219 -3.493 -1.538 1.267
C 0.88352 0.18237 -3.04367 -1.458 1.190 1.982
O 0.68078 -1.21337 -3.23353 1.434 1.196 1.082
C 1.88301 -1.74568 -2.98599 0.604 -7.435 -1.293
O 2.09697 -3.00178 -3.11350 -0.845 5.192 0.728
O 2.82602 -0.89466 -2.67402 1.811 -2.131 -0.633
F 0.48542 0.71006 -4.24519 0.604 0.634 0.658
H 2.36804 0.52123 -1.46936 -0.167 1.145 -0.227
H 2.86219 1.03969 -3.12537 1.884 2.315 -1.542
H 0.32738 0.56523 -2.12169 -0.550 -0.607 -1.866
C -1.30633 -1.78469 2.69724 -0.221 -2.713 0.512
C -2.15717 -0.48951 2.63791 0.397 0.126 -5.073
O -1.25769 0.59083 3.17879 -3.503 -3.015 -2.171
C -0.24223 -0.07548 3.67174 5.057 5.869 4.466
O 0.59086 0.65789 4.32599 -2.623 -4.014 -2.549
O -0.19581 -1.35567 3.48849 0.629 -0.982 -0.507
F -3.31726 -0.52862 3.28958 -0.060 -0.003 0.894
H -1.01858 -2.49379 1.75500 -0.267 2.994 1.538
H -1.73627 -2.60394 3.31965 -0.513 0.951 -0.113
H -2.42097 -0.40695 1.44518 0.839 0.864 3.021
C 0.19579 2.41085 1.07943 -2.910 -1.300 0.100
C -0.86869 2.55611 -0.06587 3.869 -2.958 0.971
O -0.02392 3.07533 -1.13338 -1.640 -0.791 -0.484
C 1.12571 3.40871 -0.61030 6.701 4.387 -6.489
O 2.14757 3.97636 -1.20794 -5.144 -2.382 1.335
O 1.28848 3.13869 0.58242 0.424 -1.818 5.646
F -1.74176 3.43638 0.24954 -2.736 1.865 0.078
H 0.23557 1.26880 1.11138 1.327 1.509 0.414
H -0.26419 2.84398 2.00334 0.959 -0.400 -0.615
H -1.15116 1.45966 -0.18238 -0.725 1.534 -1.089
C -3.37491 -1.41204 -1.09358 1.742 1.717 0.945
C -2.91975 -0.55647 -2.25945 -2.562 1.194 -2.063
O -3.43088 0.75532 -2.02349 1.567 0.147 1.497
C -4.01095 0.79209 -0.83768 -2.882 4.588 3.155
O -4.40518 1.89972 -0.25651 2.085 -6.495 -2.969
O -4.24950 -0.49721 -0.38297 0.997 1.012 0.307
F -3.71825 -0.78575 -3.42682 0.885 -1.434 0.618
H -2.59658 -1.95979 -0.49242 -0.234 1.710 -0.194
H -3.90707 -2.18929 -1.45535 -2.374 -2.256 -1.413
H -1.92110 -0.49863 -2.60210 1.073 -0.257 0.165
C 2.81843 -1.73733 0.56809 0.263 -1.568 -2.348
C 2.31867 -1.14365 1.77085 0.033 -0.306 2.694
O 3.21023 -0.14377 2.05198 -0.440 2.647 0.408
C 4.18303 -0.09108 1.12852 0.930 2.668 0.319
O 4.96805 0.80676 0.99767 -0.200 -0.563 0.620
O 4.09670 -1.10286 0.33711 -0.672 -2.664 -1.654
F 2.51485 -1.99321 2.76801 0.215 -2.727 2.935
H 2.07390 -1.30528 -0.06137 -0.248 -0.449 -2.098
H 2.87513 -2.88176 0.56729 -0.057 1.944 -0.145
H 1.25256 -0.95499 1.88537 0.232 1.027 -1.036

38
Properties=species:S:1:pos:R:3:forces:R:3 method="wB97M-V/def2-TZVPD" e_homo_ev=-8.30 total_energy_ha=-1767.0016 gap_ev=8.43 multiplicity=1 fmax_ha_per_bohr=0.038
C -7.25690 -0.88543 -0.56454 0.170 0.010 0.146
C -5.87012 -0.33330 -0.82234 0.338 0.041 0.201
S -4.84254 -0.50195 0.68814 -0.696 -0.234 0.039
C -3.36848 0.14731 0.08242 0.693 0.117 0.269
N -3.21247 0.59610 -1.11969 -1.462 -0.493 0.182
N -1.98723 1.04252 -1.36128 1.799 0.680 -0.439
C -1.19585 0.94043 -0.35036 -0.795 -0.433 0.707
N 0.11745 1.32833 -0.37249 0.306 0.180 -0.280
C 0.92527 1.19041 0.71133 0.322 0.169 -0.433
O 0.53065 0.75999 1.77218 0.151 0.029 0.289
C 2.37250 1.65751 0.48471 0.098 0.091 0.812
C 2.47998 3.11599 0.93118 0.012 -0.302 -0.217
C 3.30094 0.73462 1.27512 -0.170 0.036 -0.175
C 3.16526 -0.64681 0.70740 0.042 0.003 -0.151
C 3.22652 -1.79193 1.48381 0.016 -0.036 -0.040
C 3.07626 -3.03856 0.89935 0.028 0.045 0.059
C 2.86867 -3.15526 -0.46711 -0.010 -0.019 -0.069
C 2.81167 -2.02131 -1.25334 -0.001 0.148 -0.015
C 2.95424 -0.76614 -0.66775 0.046 -0.254 0.323
C 2.90498 0.43727 -1.52321 0.079 -0.147 -0.613
O 3.04450 0.42798 -2.71708 -0.081 0.018 0.307
O 2.68025 1.62750 -0.90755 0.093 0.328 -0.088
S -1.92169 0.24695 1.08677 -0.613 0.107 -0.863
H -7.74197 -0.34251 0.24321 -0.125 0.018 0.048
H -7.20611 -1.93690 -0.29179 -0.081 -0.104 0.005
H -7.86081 -0.78675 -1.46365 -0.057 -0.004 -0.036
H -5.35431 -0.87520 -1.61307 -0.041 0.102 -0.038
H -5.89117 0.72622 -1.07124 0.016 -0.065 -0.099
H 0.47705 1.70132 -1.24333 -0.015 -0.074 0.115
H 1.83802 3.74098 0.31550 -0.060 0.080 -0.025
H 3.50580 3.45751 0.81977 0.083 0.010 -0.004
H 2.17853 3.20474 1.97105 -0.032 -0.003 0.086
H 3.01424 0.74971 2.32638 0.024 0.032 -0.051
H 4.33247 1.08706 1.18285 -0.061 0.090 0.004
H 3.38275 -1.70475 2.54841 0.001 0.008 0.122
H 3.11716 -3.92469 1.51487 0.001 -0.079 0.052
H 2.75129 -4.12999 -0.91523 -0.016 -0.076 -0.041
H 2.65319 -2.07898 -2.31938 -0.001 -0.020 -0.087

Asked for energy relative to the best compared isomer or geometry (same formula, charge and spin) across the records above, the calculation gives 49.6; 83.4; 358.7; 125.2; 38.0 kJ/mol in order.
Asked for molecular weight across the records above, the calculation gives 688.60; 530.26; 530.26; 549.26; 349.44 u in order.